No. 1
Computed, not measured: 12 unconnected molecules or ions with the total composition C81H180F6N11O6P, with ωB97M-V with the def2-TZVPD basis set.

```
! wB97M-V def2-TZVPD RIJCOSX def2/J DEFGRID3
* xyz 6 1
C -0.39 -3.37 -0.87
C -0.18 -4.89 -1.26
C 0.56 -5.70 -0.24
N 0.65 -7.23 -0.51
C 1.04 -7.54 -2.01
C 1.31 -9.05 -2.16
C 2.42 -9.45 -1.23
C 1.94 -9.39 0.25
C 1.64 -7.89 0.47
C -0.76 -7.88 -0.20
H -0.99 -2.80 -1.58
H 0.50 -2.77 -0.68
H -0.94 -3.22 0.06
H 0.39 -4.90 -2.19
H -1.13 -5.36 -1.51
H 0.23 -5.48 0.78
H 1.59 -5.35 -0.24
H 1.88 -6.85 -2.13
H 0.14 -7.26 -2.56
H 1.64 -9.35 -3.15
H 0.52 -9.77 -1.93
H 3.36 -8.91 -1.37
H 2.67 -10.47 -1.54
H 2.72 -9.68 0.94
H 1.06 -10.00 0.45
H 2.50 -7.24 0.34
H 1.16 -7.69 1.43
H -1.39 -7.37 -0.93
H -1.11 -7.52 0.76
H -0.76 -8.95 -0.42
C 2.82 -1.03 -1.61
C 3.55 -1.33 -2.93
C 4.95 -0.78 -2.88
N 5.77 -1.03 -4.14
C 5.18 -0.40 -5.40
C 5.08 1.16 -5.36
C 6.49 1.69 -5.20
C 7.13 1.08 -3.97
C 7.22 -0.45 -3.95
C 5.94 -2.55 -4.47
H 1.95 -1.68 -1.60
H 2.63 0.03 -1.45
H 3.37 -1.42 -0.76
H 2.97 -0.88 -3.73
H 3.59 -2.42 -3.04
H 5.55 -1.29 -2.12
H 4.80 0.29 -2.69
H 4.22 -0.88 -5.59
H 5.83 -0.70 -6.22
H 4.45 1.59 -4.57
H 4.68 1.50 -6.31
H 6.43 2.77 -5.11
H 7.01 1.53 -6.15
H 6.65 1.60 -3.14
H 8.16 1.41 -3.88
H 7.72 -0.89 -3.08
H 7.80 -0.73 -4.83
H 6.21 -2.96 -3.50
H 6.68 -2.80 -5.23
H 5.01 -3.01 -4.80
C 6.92 1.25 4.65
C 5.41 1.63 4.69
C 4.85 1.83 3.30
N 3.45 2.48 3.27
C 3.53 3.98 3.61
C 4.32 4.70 2.49
C 3.76 4.50 1.10
C 3.60 3.01 0.76
C 2.89 2.20 1.84
C 2.45 1.67 4.11
H 7.12 0.48 3.91
H 7.19 0.98 5.68
H 7.51 2.09 4.30
H 5.24 2.46 5.37
H 4.85 0.93 5.31
H 4.64 0.85 2.88
H 5.59 2.30 2.65
H 3.98 4.04 4.60
H 2.56 4.47 3.64
H 5.38 4.45 2.51
H 4.31 5.78 2.61
H 4.50 5.00 0.47
H 2.85 5.07 0.94
H 4.56 2.58 0.50
H 2.98 2.95 -0.14
H 2.65 1.17 1.60
H 1.88 2.62 1.87
H 1.46 2.13 4.12
H 2.91 1.73 5.10
H 2.25 0.65 3.79
C -5.96 1.32 -0.30
C -6.94 0.13 -0.46
C -6.63 -0.96 0.64
N -7.61 -2.15 0.81
C -8.95 -1.73 1.47
C -9.91 -2.94 1.61
C -10.23 -3.50 0.20
C -8.95 -4.12 -0.35
C -7.92 -2.94 -0.49
C -6.87 -3.13 1.76
H -5.91 1.93 -1.21
H -4.94 0.94 -0.21
H -6.06 2.04 0.51
H -6.82 -0.38 -1.42
H -7.98 0.46 -0.48
H -6.77 -0.62 1.67
H -5.63 -1.38 0.49
H -9.21 -0.96 0.74
H -8.89 -1.14 2.38
H -10.84 -2.44 1.86
H -9.62 -3.74 2.29
H -10.60 -2.78 -0.53
H -10.99 -4.28 0.18
H -9.08 -4.69 -1.27
H -8.62 -4.94 0.29
H -8.18 -2.18 -1.22
H -6.95 -3.33 -0.80
H -7.36 -4.10 1.91
H -6.71 -2.65 2.72
H -5.95 -3.36 1.22
C 2.33 3.78 -2.87
C 1.10 4.59 -3.36
C 1.52 5.86 -4.12
N 0.33 6.48 -4.92
C -0.75 7.12 -3.98
C -1.85 7.72 -4.80
C -1.22 8.84 -5.66
C -0.14 8.39 -6.59
C 0.92 7.55 -5.89
C -0.21 5.36 -5.83
H 2.66 4.10 -1.88
H 3.18 3.86 -3.54
H 2.08 2.72 -2.89
H 0.46 4.82 -2.51
H 0.55 3.90 -4.00
H 2.33 5.83 -4.84
H 1.75 6.73 -3.50
H -0.17 7.78 -3.32
H -1.17 6.26 -3.47
H -2.69 8.18 -4.27
H -2.30 6.92 -5.39
H -0.94 9.65 -4.99
H -2.01 9.36 -6.20
H 0.42 9.19 -7.06
H -0.66 7.85 -7.38
H 1.43 8.27 -5.24
H 1.77 7.12 -6.42
H -0.84 4.75 -5.18
H 0.66 4.87 -6.26
H -0.89 5.66 -6.63
C -0.80 7.62 1.55
C -0.86 6.12 1.02
C -1.25 5.21 2.15
N -2.48 4.27 1.70
C -2.78 3.15 2.71
C -3.57 3.60 3.91
C -4.86 4.31 3.51
C -4.47 5.58 2.65
C -3.71 5.11 1.36
C -2.10 3.41 0.44
H -0.83 8.41 0.79
H 0.05 7.74 2.22
H -1.77 7.92 1.94
H 0.11 5.86 0.60
H -1.42 6.03 0.08
H -1.73 5.69 2.99
H -0.37 4.63 2.44
H -1.90 2.58 3.01
H -3.43 2.43 2.21
H -2.92 4.27 4.46
H -3.80 2.82 4.64
H -5.28 4.62 4.47
H -5.59 3.73 2.95
H -4.03 6.42 3.19
H -5.38 6.07 2.31
H -3.48 5.98 0.74
H -4.39 4.46 0.81
H -1.32 2.73 0.79
H -1.73 4.06 -0.36
H -2.95 2.85 0.05
C -5.09 -0.13 3.78
C -4.36 -1.49 4.03
C -2.78 -1.37 4.08
N -2.02 -2.76 3.88
C -0.51 -2.43 3.84
C 0.09 -2.08 5.23
C -0.34 -3.11 6.21
C -1.84 -3.13 6.32
C -2.36 -3.67 4.97
C -2.38 -3.44 2.51
H -4.72 0.60 4.50
H -6.16 -0.07 4.00
H -4.95 0.13 2.74
H -4.61 -2.09 3.15
H -4.75 -2.03 4.90
H -2.33 -0.73 4.84
H -2.55 -0.81 3.17
H -0.25 -1.72 3.05
H -0.03 -3.37 3.56
H -0.28 -1.13 5.60
H 1.18 -2.02 5.17
H 0.12 -2.84 7.16
H -0.02 -4.10 5.86
H -2.35 -2.21 6.61
H -2.11 -3.85 7.10
H -3.44 -3.80 4.89
H -1.99 -4.67 4.73
H -1.67 -4.26 2.38
H -2.46 -2.76 1.67
H -3.38 -3.86 2.65
C 2.19 -3.04 1.96
C 3.50 -3.63 1.47
C 4.66 -2.78 2.06
N 6.08 -3.31 1.68
C 7.14 -2.28 2.16
C 7.36 -2.27 3.72
C 7.69 -3.69 4.22
C 6.69 -4.79 3.74
C 6.49 -4.73 2.16
C 6.20 -3.42 0.15
H 1.99 -2.15 1.36
H 2.28 -2.70 2.99
H 1.38 -3.76 1.80
H 3.41 -3.66 0.39
H 3.62 -4.64 1.85
H 4.74 -2.80 3.15
H 4.66 -1.78 1.63
H 6.78 -1.27 1.94
H 8.02 -2.49 1.56
H 6.42 -2.01 4.19
H 8.14 -1.55 3.97
H 7.89 -3.67 5.29
H 8.67 -3.96 3.83
H 5.75 -4.60 4.24
H 6.87 -5.83 4.00
H 5.69 -5.43 1.92
H 7.44 -4.91 1.66
H 5.45 -4.14 -0.19
H 7.22 -3.71 -0.11
H 5.92 -2.41 -0.13
C -6.18 1.06 -5.70
C -5.03 1.24 -4.71
C -4.28 -0.02 -4.31
N -2.82 0.19 -3.75
C -2.12 -1.21 -3.75
C -0.59 -1.10 -3.61
C 0.03 -0.15 -4.65
C -0.49 1.23 -4.36
C -2.01 1.22 -4.58
C -2.94 0.64 -2.33
H -6.65 1.95 -6.12
H -7.05 0.50 -5.36
H -5.80 0.52 -6.57
H -5.33 1.80 -3.82
H -4.38 1.90 -5.28
H -4.29 -0.71 -5.15
H -4.81 -0.46 -3.46
H -2.40 -1.55 -4.74
H -2.69 -1.82 -3.05
H -0.16 -2.10 -3.77
H -0.32 -0.89 -2.58
H -0.35 -0.49 -5.62
H 1.12 -0.16 -4.63
H -0.09 2.01 -5.00
H -0.35 1.51 -3.31
H -2.30 1.00 -5.61
H -2.37 2.23 -4.37
H -1.93 0.78 -1.94
H -3.46 -0.09 -1.71
H -3.40 1.63 -2.42
P 0.24 5.23 6.29
F -1.39 5.55 6.45
F 0.41 6.08 4.93
F 0.57 6.47 7.32
F 1.80 4.80 6.25
F 0.05 4.41 7.71
F -0.05 3.91 5.34
N -4.35 -3.53 -1.56
O -4.77 -2.41 -1.68
O -3.78 -4.10 -2.46
O -4.31 -4.12 -0.52
N -0.57 0.01 1.02
O 0.23 -0.46 0.24
O -0.12 0.73 1.97
O -1.78 -0.19 0.83
*
```

Calculated values
- DFT total energy: -5186.19088 a.u.
- Maximum force: 0.10461 hartree/bohr

---

No. 2
Computed, not measured: a molecular structure, C6H8F3NO3Sc, with ωB97M-V with the def2-TZVPD basis set.

```
! wB97M-V def2-TZVPD RIJCOSX def2/J DEFGRID3
* xyz 1 1
Sc -0.17 -0.52 0.66
C 2.09 -0.21 3.15
C 1.93 0.87 2.10
C 2.57 2.17 2.49
O 0.44 1.09 1.86
C 2.48 0.36 0.77
O 3.57 0.64 0.39
O 1.59 -0.44 0.12
H 1.72 0.13 4.12
H 3.14 -0.46 3.25
H 1.55 -1.13 2.90
H 2.26 2.47 3.50
H 2.33 2.96 1.78
H 3.65 2.04 2.49
H 0.12 1.65 2.58
F 0.45 -3.29 1.06
C -0.55 -2.83 0.37
F -1.47 -3.70 0.43
F -1.20 -1.39 1.93
N -2.38 -0.45 -2.03
C -1.67 -0.27 -1.15
H -3.02 -0.58 -2.79
*
```

Calculated values
- Maximum force: 0.04290 hartree/bohr
- Energy relative to the best compared isomer or geometry (same formula, charge and spin): 10.98 kcal per mole

---

No. 3
Computed, not measured: a molecular structure, C24H30Br54INO4Si, with ωB97M-V with the def2-TZVPD basis set.

```
! wB97M-V def2-TZVPD RIJCOSX def2/J DEFGRID3
* xyz 0 1
C 0.36 -1.18 -2.33
C -0.05 -1.30 -3.81
C -1.14 -0.32 -4.12
O -0.98 0.85 -3.87
O -2.24 -0.83 -4.65
C -3.41 -0.11 -4.27
C -3.74 -0.18 -2.78
Si -5.34 -1.06 -2.39
C -5.85 -2.31 -3.70
I -4.94 -2.42 -0.35
O -6.65 0.01 -2.12
N -6.22 1.32 -1.79
O -6.74 2.12 -2.44
H 0.58 -2.14 -1.92
H -0.45 -0.70 -1.81
H 1.24 -0.58 -2.22
H -0.38 -2.29 -4.04
H 0.82 -1.08 -4.40
H -4.20 -0.47 -4.91
H -3.28 0.93 -4.54
H -2.96 -0.68 -2.22
H -3.73 0.83 -2.40
H -5.28 -2.23 -4.60
H -5.85 -3.30 -3.29
H -6.89 -2.10 -3.91
C -0.59 4.23 -0.97
Br -2.37 4.15 -0.25
Br -0.28 5.88 -1.91
Br 0.74 3.93 0.39
H -0.49 3.44 -1.68
C 4.24 -2.11 -3.37
Br 3.51 -1.80 -5.13
Br 3.55 -3.73 -2.58
Br 6.16 -2.06 -3.38
H 3.90 -1.29 -2.74
C -4.35 3.84 3.41
Br -5.08 4.09 1.64
Br -5.02 2.23 4.22
Br -2.42 3.93 3.40
H -4.70 4.67 4.01
C 3.54 0.70 2.08
Br 3.66 -0.80 0.88
Br 3.95 2.36 1.20
Br 1.83 0.75 2.96
H 4.29 0.55 2.84
C 1.22 -3.52 2.15
Br 1.06 -5.25 1.33
Br -0.31 -3.08 3.24
Br 2.87 -3.35 3.14
H 1.25 -2.79 1.35
C 7.11 -2.50 2.71
Br 8.91 -1.85 2.92
Br 7.07 -4.33 2.12
Br 6.08 -2.25 4.33
H 6.64 -1.91 1.95
C -0.06 8.85 0.47
Br 1.74 9.52 0.64
Br -0.60 7.84 2.01
Br -1.31 10.27 0.07
H -0.07 8.17 -0.37
C 7.23 -5.29 -6.23
Br 5.45 -5.38 -5.49
Br 7.52 -3.62 -7.13
Br 8.57 -5.63 -4.89
H 7.31 -6.07 -6.96
C 8.49 0.43 -7.90
Br 8.66 -0.98 -9.21
Br 8.81 2.16 -8.68
Br 6.78 0.36 -7.01
H 9.24 0.27 -7.16
C 0.16 -6.19 -3.97
Br 0.09 -4.87 -2.56
Br 1.20 -5.56 -5.46
Br 0.79 -7.88 -3.32
H -0.85 -6.33 -4.32
C -1.59 -6.47 5.37
Br -2.40 -6.33 3.63
Br -2.24 -8.01 6.33
Br 0.33 -6.44 5.27
H -1.89 -5.60 5.93
C -6.60 -3.38 3.71
Br -7.54 -2.63 5.21
Br -4.70 -3.09 3.84
Br -7.03 -5.24 3.47
H -6.94 -2.86 2.83
C 3.85 -3.01 7.29
Br 1.99 -3.50 7.21
Br 4.13 -1.42 8.33
Br 4.94 -4.47 7.91
H 4.15 -2.79 6.28
C 9.90 -2.62 -12.62
Br 9.16 -2.29 -14.37
Br 9.28 -4.28 -11.88
Br 11.82 -2.51 -12.63
H 9.54 -1.83 -11.98
C -2.25 14.33 -0.66
Br -3.34 13.01 0.23
Br -1.04 15.19 0.57
Br -1.32 13.58 -2.17
H -2.91 15.08 -1.04
C -6.45 5.34 6.83
Br -7.22 5.51 5.07
Br -7.02 3.72 7.70
Br -4.53 5.46 6.77
H -6.81 6.16 7.42
C -1.89 2.27 8.39
Br -0.49 3.26 9.26
Br -3.53 2.29 9.40
Br -2.20 2.87 6.59
H -1.56 1.24 8.33
C -6.79 -0.72 8.80
Br -6.81 0.68 10.13
Br -5.77 -0.22 7.25
Br -6.20 -2.39 9.54
H -7.81 -0.86 8.48
*
```

Calculated values
- DFT total energy: -140871.97329 a.u.
- Maximum force: 0.03198 hartree/bohr

---

No. 4
Computed, not measured: a gas-phase ion, C3H6NO3 (charge +1), with ωB97M-V with the def2-TZVPD basis set.

```
! wB97M-V def2-TZVPD RIJCOSX def2/J DEFGRID3
* xyz 1 3
C -0.11 0.79 -0.34
C 0.16 -0.42 0.24
C 0.81 -1.50 -0.43
N -0.96 1.79 0.41
O 0.70 -2.51 0.18
O -0.48 -0.68 1.37
O 1.55 -1.14 -1.47
H 0.16 1.00 -1.35
H -1.61 2.32 -0.25
H -0.52 2.67 0.88
H -1.53 1.16 1.01
H -0.20 -1.60 1.69
H 2.04 -1.86 -1.95
*
```

Calculated values
- <S²>: 2.0083
- Maximum force: 0.13460 hartree/bohr
- Energy relative to the best compared isomer or geometry (same formula, charge and spin): 0.00 kcal per mole

---

No. 5
Computed, not measured: C7H8N4O3 in the gas phase, with ωB97M-V with the def2-TZVPD basis set.

```
! wB97M-V def2-TZVPD RIJCOSX def2/J DEFGRID3
* xyz 0 3
C 2.41 0.43 0.85
C 0.60 -0.47 -0.19
C -0.63 0.12 -0.06
C 1.61 0.65 -0.32
C 2.35 0.73 -1.64
C -2.30 0.03 1.75
C -2.00 -0.37 0.24
N 2.84 0.19 1.86
N -0.41 1.50 -0.18
N 0.78 1.82 -0.23
N 0.95 -1.86 -0.27
O 0.02 -2.60 -0.10
O 2.07 -2.18 -0.65
O -2.93 0.05 -0.76
H 1.59 0.91 -2.51
H 2.96 -0.16 -1.82
H 2.89 1.65 -1.85
H -1.39 0.47 2.10
H -2.64 -0.74 2.36
H -3.09 0.86 1.68
H -2.00 -1.43 0.22
H -3.71 0.40 -0.49
*
```

Calculated values
- <S²>: 2.0236
- Maximum force: 0.08714 hartree/bohr
- Energy relative to the best compared isomer or geometry (same formula, charge and spin): 71.04 kcal per mole